(1)
ORCA calculation (the ωB97M-V functional and the def2-TZVPD basis) on a gas-phase ion, C4H11N2 (charge +1) in a non-equilibrium geometry.

Geometry (Å):
C -0.2837 0.5022 0.2695
C -2.7176 0.1509 0.1630
C 2.1147 0.9857 0.1891
C 1.2734 -1.2947 -0.4976
N -1.3162 -0.3297 0.0935
N 1.0730 -0.0186 0.1119
H -0.4179 1.5263 0.6222
H -2.6854 1.1511 0.5721
H -3.0719 0.0485 -0.7864
H -3.3898 -0.3932 0.8434
H 2.5068 0.9897 1.1232
H 1.5574 1.9560 -0.1339
H 2.8329 0.7302 -0.5923
H 1.2196 -1.9771 0.3438
H 2.1698 -1.2417 -1.1179
H 0.4136 -1.4459 -1.1317
H -1.2789 -1.3396 -0.0720

## Properties
HOMO energy (eV): -14.1
Charge: +1
SMILES: CNC=[N+](C)C
LUMO energy (eV): -3.97
Energy above the lowest of the compared OMol25 structures with the same formula, charge and spin (kJ/mol): 196.9
Multiplicity: 1

(2)
ORCA calculation (the ωB97M-V functional and the def2-TZVPD basis) on a molecular structure, ClNO7Rb in a non-equilibrium geometry.

Geometry (Å):
Rb -15.8124 22.5266 -0.2382
Cl -18.4356 25.6634 1.2364
O -17.5394 24.7997 0.4986
O -19.7656 25.1317 1.1165
O -18.0285 25.7282 2.6001
O -18.3719 26.9629 0.6168
N -15.9270 22.0128 2.9834
O -15.2621 22.9976 2.5317
O -16.3841 22.1085 4.1096
O -15.9942 20.9326 2.3316

## Properties
HOMO energy (eV): -5.4
Charge: -1
LUMO energy (eV): 1.48
Energy above the lowest of the compared OMol25 structures with the same formula, charge and spin (kJ/mol): 0.3
Multiplicity: 1

(3)
ORCA calculation (the ωB97M-V functional and the def2-TZVPD basis) on a molecular structure, C34H85B3N6O11 in a non-equilibrium geometry.

Geometry (Å):
C 5.5680 -3.9236 0.6710
C 4.4995 -3.3448 0.0252
C 3.1411 -4.0136 -0.1085
B 2.3909 -3.5026 -1.3875
O 1.3626 -2.5581 -1.3381
B 0.3069 -2.9314 -2.1449
C -1.2018 -2.9593 -1.7034
O -1.4646 -2.1205 -0.5731
C -2.3671 -2.5487 0.3375
C -3.6315 -3.2382 -0.1100
O -2.1374 -2.3776 1.5070
O 0.6207 -3.3734 -3.4254
B 1.5378 -4.4194 -3.2551
C 1.2134 -5.8962 -3.6353
C 0.1343 -6.5049 -2.7172
C 0.5096 -6.3998 -1.2320
C 0.0174 -8.0029 -3.0512
O 2.7305 -4.0358 -2.6322
H 6.4397 -4.2683 0.1211
H 5.5703 -4.0741 1.7486
H 4.6214 -2.3517 -0.4133
H 2.5303 -3.9671 0.8048
H 3.3607 -5.0660 -0.2696
H -1.8155 -2.6934 -2.5687
H -1.4367 -4.0046 -1.4843
H -4.3899 -2.5235 -0.4214
H -3.9908 -3.8075 0.7409
H -3.4588 -3.9311 -0.9293
H 2.0854 -6.5466 -3.6749
H 0.7954 -5.8866 -4.6484
H -0.8335 -6.0225 -2.8667
H 1.5689 -6.5882 -1.0602
H -0.0775 -7.1284 -0.6744
H 0.2722 -5.4289 -0.7857
H 1.0082 -8.4349 -2.9045
H -0.3327 -8.1672 -4.0661
H -0.6222 -8.4810 -2.3101
C 1.5797 2.3267 -0.0633
C 2.1438 1.4183 -1.1482
C 2.9332 0.2301 -0.5885
O 4.2250 0.5423 -0.1045
C 4.2608 1.1140 1.1925
N 2.9376 2.2201 -2.0867
H 2.3338 2.9890 0.3600
H 0.7949 2.9650 -0.4717
H 1.1468 1.7420 0.7463
H 1.2930 1.0021 -1.6986
H 3.0982 -0.4782 -1.4054
H 2.3544 -0.3000 0.1799
H 3.4799 0.7041 1.8392
H 4.1657 2.2015 1.1503
H 5.2339 0.8808 1.6249
H 3.2227 1.6294 -2.8648
H 3.8127 2.4485 -1.6220
C -0.2450 2.4034 6.1544
C 1.1837 2.7438 5.7400
C 1.3637 2.9304 4.2280
O 1.3787 1.7337 3.4758
C 0.1078 1.1736 3.1954
N 2.0908 1.7248 6.2784
H -0.4886 1.3578 5.9696
H -0.3761 2.5766 7.2228
H -0.9693 3.0256 5.6250
H 1.4369 3.7012 6.2071
H 2.3440 3.3856 4.0617
H 0.6177 3.6274 3.8229
H -0.6495 1.9461 3.0322
H -0.2127 0.4997 3.9923
H 0.2043 0.5819 2.2854
H 3.0505 2.0085 6.1018
H 1.9780 0.8854 5.7158
C 2.1836 7.8931 9.2804
C 2.5033 6.4953 8.7579
C 3.1336 6.4825 7.3570
O 2.2232 6.7283 6.3003
C 1.8950 8.0901 6.0985
N 1.2871 5.6792 8.8152
H 1.2750 8.2985 8.8371
H 2.0248 7.8610 10.3578
H 3.0028 8.5878 9.0835
H 3.2373 6.0557 9.4396
H 3.5234 5.4772 7.1750
H 3.9873 7.1705 7.2947
H 2.7481 8.7445 6.2992
H 1.0452 8.3915 6.7149
H 1.6037 8.2054 5.0548
H 1.5255 4.7194 8.5785
H 0.6879 5.9822 8.0516
C -3.9256 -3.8864 6.4615
C -4.1284 -3.6130 4.9734
C -4.5175 -4.8581 4.1628
O -3.4618 -5.7612 3.8976
C -3.1283 -6.6308 4.9616
N -2.9309 -2.9594 4.4432
H -2.9609 -4.3509 6.6635
H -3.9511 -2.9506 7.0189
H -4.7102 -4.5341 6.8595
H -4.9617 -2.9089 4.8831
H -4.8574 -4.5222 3.1792
H -5.3610 -5.3871 4.6283
H -4.0132 -6.9240 5.5344
H -2.3907 -6.1798 5.6292
H -2.6819 -7.5252 4.5272
H -3.1007 -2.6762 3.4821
H -2.2075 -3.6685 4.3597
C 0.9861 -0.4135 -5.1662
C 1.4521 1.0249 -4.9598
C 0.5111 2.0762 -5.5588
O 0.5793 2.2062 -6.9684
C -0.1353 1.2282 -7.6988
N 2.8213 1.1614 -5.4652
H 1.1879 -0.7717 -6.1755
H 1.5124 -1.0800 -4.4830
H -0.0844 -0.5150 -4.9728
H 1.4761 1.2026 -3.8840
H 0.8077 3.0518 -5.1662
H -0.5271 1.9072 -5.2422
H -1.0527 0.9338 -7.1811
H 0.4783 0.3456 -7.8945
H -0.4005 1.6645 -8.6628
H 3.1702 2.0853 -5.2225
H 2.7768 1.1753 -6.4805
C -5.5081 3.3243 -7.3004
C -4.0701 3.6603 -7.6851
C -3.8701 3.9194 -9.1844
O -3.8675 2.7613 -9.9962
C -5.1433 2.2414 -10.3163
N -3.1867 2.6005 -7.1907
H -5.7660 2.2933 -7.5407
H -5.6451 3.4446 -6.2260
H -6.2182 3.9833 -7.8038
H -3.8040 4.5867 -7.1676
H -2.8803 4.3632 -9.3181
H -4.6003 4.6479 -9.5620
H -5.8817 3.0381 -10.4461
H -5.4909 1.5380 -9.5558
H -5.0492 1.6969 -11.2555
H -2.2213 2.8786 -7.3445
H -3.3108 1.7947 -7.7985

## Properties
HOMO energy (eV): -7.6
LUMO energy (eV): 0.29
Multiplicity: 1

(4)
ORCA calculation (the ωB97M-V functional and the def2-TZVPD basis) on a gas-phase ion, C6H5N4O3 (charge +1) in a non-equilibrium geometry.

Geometry (Å):
C 1.5892 -1.1652 -1.3271
C 1.9140 0.1852 -1.4481
C -0.1642 -0.6065 0.0376
C 0.1849 0.7567 -0.0693
C -2.0263 -0.3139 1.3026
C -1.6916 1.0532 1.3545
N 0.5716 -1.6158 -0.5657
N 1.3271 1.1883 -0.6797
N -1.1430 -1.1624 0.7488
N -0.6269 1.6451 0.7044
O 0.1447 -2.7609 -0.5954
O 1.6450 2.3880 -0.6347
O -0.3238 2.8132 0.8430
H 2.2022 -1.7856 -1.9337
H 2.6318 0.6205 -2.0629
H -2.7840 -0.8501 1.7601
H -2.1876 1.8573 1.8474
H -1.2629 -2.2471 0.7184

## Properties
HOMO energy (spin up / spin down) (eV): -12.8 / -12.8
Charge: +1
SMILES: O=[n+]1cc[n+](=O)c2n([O-])cc[nH]c1=2
LUMO energy (spin up / spin down) (eV): -6.16 / -6.41
Energy above the lowest of the compared OMol25 structures with the same formula, charge and spin (kJ/mol): 43.9
Multiplicity: 1

no.,E (a.u.)
1,-268.229910
2,-1065.456476
3,-2577.218495
4,-675.867085